Record 1
# C57H50BrN13O2Ti

A structure of composition C57H50BrN13O2Ti (ωB97M-V/def2-TZVPD, the OMol25 dataset).

Properties
DFT total energy = -6488.00856 Ha
charge = 0
frontier orbital gap (alpha / beta) = 5.056 / 5.050 eV
M = 1076.89 g mol⁻¹
LUMO energy (alpha / beta) = -0.52 / -0.51 eV

Geometry (Å):
Ti: 0.636 0.689 -0.406
N: -1.996 -1.507 3.926
C: -1.380 -0.448 3.344
N: -0.398 -0.505 2.526
C: 0.102 -1.754 2.168
N: 1.000 -1.946 1.275
N: 1.469 -0.881 0.512
C: 2.789 -1.085 0.233
C: 3.475 -0.046 -0.354
C: 4.883 -0.061 -0.611
C: 5.487 1.023 -1.151
C: 4.707 2.176 -1.463
C: 3.371 2.143 -1.211
N: 2.727 1.073 -0.672
C: -0.422 -2.946 2.868
C: 0.093 -4.227 2.665
C: -0.464 -5.320 3.298
C: -1.556 -5.150 4.150
C: -2.078 -3.892 4.368
C: -1.504 -2.795 3.729
H: -2.767 -1.355 4.551
H: -1.790 0.523 3.615
H: 3.265 -1.991 0.579
H: 5.441 -0.955 -0.360
H: 6.552 1.019 -1.346
H: 5.154 3.058 -1.897
H: 2.738 2.990 -1.447
H: 0.934 -4.335 1.993
H: -0.058 -6.309 3.131
H: -1.996 -6.005 4.646
H: -2.923 -3.749 5.032
C: 3.388 -1.199 -4.906
C: 3.110 -1.371 -3.411
C: 1.866 -2.189 -3.174
C: 1.928 -3.555 -3.409
C: 0.784 -4.335 -3.385
C: -0.439 -3.722 -3.200
C: -0.559 -2.351 -2.961
C: -1.999 -1.845 -2.928
C: -2.330 -0.365 -2.798
C: 0.626 -1.607 -2.859
N: 0.589 -0.232 -2.439
C: 0.572 0.678 -3.354
C: 0.480 2.049 -3.011
C: 0.410 3.189 -3.812
C: 0.303 4.269 -2.931
C: 0.303 3.724 -1.643
N: 0.407 2.386 -1.681
H: 4.348 -0.705 -5.064
H: 2.616 -0.589 -5.381
H: 3.407 -2.162 -5.420
H: 3.024 -0.392 -2.954
H: 3.960 -1.864 -2.937
H: 2.891 -4.004 -3.631
H: 0.842 -5.403 -3.555
H: -1.350 -4.310 -3.256
H: -2.449 -2.210 -3.858
H: -2.519 -2.388 -2.134
H: -1.971 0.217 -3.649
H: -1.932 0.076 -1.892
H: -3.415 -0.260 -2.769
H: 0.605 0.401 -4.409
H: 0.447 3.218 -4.891
H: 0.242 5.315 -3.187
H: 0.248 4.250 -0.699
Br: 1.238 8.494 -1.389
C: 0.082 7.762 -0.086
C: 0.272 8.075 1.251
C: -0.592 7.545 2.194
C: -1.594 6.664 1.810
C: -1.787 6.369 0.466
C: -0.952 6.931 -0.486
N: -2.512 6.244 2.841
N: -2.928 5.083 2.943
C: -2.426 4.002 2.136
C: -3.352 3.200 1.525
C: -2.982 2.095 0.734
C: -1.656 1.749 0.615
O: -1.207 0.723 -0.073
C: -0.684 2.538 1.315
N: 0.600 2.103 1.180
C: 1.551 2.718 1.836
C: 1.278 3.811 2.686
C: 0.001 4.281 2.799
C: -1.046 3.660 2.071
H: 1.070 8.742 1.547
H: -0.493 7.806 3.241
H: -2.587 5.714 0.151
H: -1.101 6.712 -1.533
H: -4.399 3.452 1.645
H: -3.730 1.496 0.230
H: 2.556 2.344 1.690
H: 2.090 4.267 3.235
H: -0.214 5.113 3.457
C: -5.919 -0.589 -5.645
C: -5.994 -0.654 -4.145
C: -6.052 -1.866 -3.472
C: -6.084 -1.942 -2.085
C: -6.065 -0.774 -1.332
N: -6.168 -0.729 0.081
C: -6.385 -1.762 0.970
O: -7.118 -1.630 1.931
N: -5.732 -2.956 0.715
C: -4.361 -3.123 0.412
C: -3.900 -4.399 0.109
C: -2.544 -4.601 -0.071
C: -1.684 -3.521 0.073
N: -2.121 -2.296 0.340
C: -3.425 -2.093 0.480
C: -6.003 0.451 -1.994
C: -5.972 0.507 -3.375
H: -6.082 -1.571 -6.089
H: -4.938 -0.235 -5.970
H: -6.665 0.095 -6.052
H: -6.071 -2.788 -4.042
H: -6.149 -2.906 -1.606
H: -6.592 0.114 0.435
H: -6.121 -3.691 1.285
H: -4.602 -5.221 0.028
H: -2.155 -5.584 -0.302
H: -0.608 -3.635 -0.017
H: -3.734 -1.076 0.698
H: -5.992 1.370 -1.418
H: -5.923 1.474 -3.863

=====

Record 2
# C5H10N2O3Sr

A structure of composition C5H10N2O3Sr (ωB97M-V/def2-TZVPD, the OMol25 dataset).

Properties
DFT total energy = -561.67438 Ha
charge = +2
frontier orbital gap = 7.187 eV
M = 233.77 g mol⁻¹
LUMO energy = -9.28 eV

Geometry (Å):
C: -1.673 0.336 1.109
C: -1.314 0.742 -0.199
N: -1.359 -0.121 -1.181
N: -1.309 0.403 -2.508
C: -0.469 -1.304 -1.022
O: -0.695 -2.288 -1.656
O: 0.524 -1.211 -0.128
C: 1.580 -0.291 -0.503
O: 2.569 -0.379 0.422
C: 2.228 0.220 1.652
H: -2.727 0.102 1.228
H: -0.955 0.250 1.921
H: -1.052 1.770 -0.416
H: -2.117 0.994 -2.627
H: -0.484 0.980 -2.654
H: 2.008 -0.543 -1.462
H: 1.220 0.745 -0.514
H: 3.035 0.064 2.342
H: 1.330 -0.213 2.093
H: 2.072 1.285 1.508
Sr: -2.412 -1.543 2.597

=====

Record 3
# CHCl3N4

The molecule CHCl3N4 (ωB97M-V/def2-TZVPD, the OMol25 dataset).

Properties
DFT total energy = -1638.06257 Ha
charge = 0
frontier orbital gap (alpha / beta) = 7.373 / 7.136 eV
M = 175.41 g mol⁻¹
LUMO energy (alpha / beta) = -1.62 / -1.75 eV

Geometry (Å):
C: 0.211 -0.805 0.100
N: 1.425 -0.246 0.012
N: -1.009 -0.247 0.119
N: 1.881 0.855 0.341
N: -1.419 0.829 0.628
Cl: -2.240 -1.381 -0.626
Cl: 3.408 1.169 -0.451
Cl: -2.651 1.725 -0.077
H: 0.394 -1.899 -0.044